Molecular formula: C21H39N5O5S
Method: DFT, ωB97M-V/def2-TZVPD

Positions of all 71 atoms, in Å:
1 C 1.934 1.158 -2.111
2 C 2.423 2.568 -1.813
3 H 3.216 2.665 -1.076
4 H 2.650 3.120 -2.709
5 O 1.167 3.113 -1.449
6 C 0.922 3.190 0.086
7 O 1.691 2.730 0.997
8 N -0.194 3.938 0.285
9 C -1.281 4.305 -0.608
10 H -0.897 3.916 -1.522
11 C -2.592 3.771 -0.075
12 N -2.348 2.463 0.557
13 S -1.495 0.978 -0.382
14 O -1.499 1.628 -1.607
15 O -0.319 0.686 0.208
16 N -2.654 -0.135 -0.015
17 C -2.649 -0.891 1.213
18 H -3.363 -0.178 1.902
19 C -3.164 -2.031 0.975
20 C -4.631 -2.039 0.396
21 C -4.510 -1.341 -1.135
22 H -3.936 -1.801 -1.565
23 C -3.867 0.161 -0.747
24 H -4.604 0.705 -0.015
25 H -3.672 0.736 -1.985
26 H -5.358 -1.204 -1.525
27 H -5.329 -1.761 0.901
28 H -4.917 -2.941 0.069
29 C -2.388 -3.191 0.519
30 O -2.236 -4.341 0.879
31 N -1.554 -2.589 -0.665
32 H -1.625 -1.740 -0.965
33 C -0.480 -3.446 -1.197
34 H -0.827 -3.898 -2.258
35 H -0.450 -4.463 -0.615
36 C 0.850 -2.517 -1.222
37 H 0.733 -1.832 -2.068
38 H 1.566 -3.345 -1.436
39 C 1.239 -2.218 0.148
40 N 2.476 -1.563 0.179
41 C 2.879 -0.718 1.228
42 C 3.992 0.127 1.049
43 C 5.176 -0.994 0.920
44 C 4.946 -2.226 -0.063
45 C 3.523 -2.637 0.126
46 H 3.582 -3.559 -0.534
47 H 3.719 -3.260 1.252
48 H 5.897 -3.004 0.022
49 H 5.023 -1.600 -1.211
50 H 6.095 -0.404 0.706
51 H 5.366 -1.304 1.857
52 H 4.287 0.902 1.482
53 H 4.294 0.553 -0.288
54 H 2.055 0.001 1.084
55 H 2.911 -1.118 2.213
56 H 1.240 -3.013 1.047
57 H 0.549 -1.547 0.409
58 H -3.544 -2.512 2.101
59 H -1.650 -0.663 1.603
60 C -1.440 2.630 2.217
61 H -2.289 2.790 2.589
62 C -0.546 3.810 1.875
63 H 0.337 3.660 2.335
64 H -1.218 4.734 2.170
65 H -1.031 1.625 2.244
66 H -3.110 4.137 0.578
67 H -3.099 3.182 -0.917
68 H -1.305 5.491 -0.374
69 H 2.593 0.578 -2.586
70 H 1.100 1.245 -2.486
71 H 1.640 0.732 -1.196

Output
* spin multiplicity: 1
* E: -50909.838 eV
* orbital gap: 9.006 eV
* HOMO energy: -0.31604 hartree
* energy above the lowest of the compared OMol25 structures with the same formula, charge and spin: 2422.2 kJ/mol

Formally, the Löwdin partial charges of the atoms, in units of the elementary charge, are as follows: number 1, C, carries -0.045; number 2, C, carries -0.202; number 3, H, carries 0.106; number 4, H, carries 0.114; number 5, O, carries -0.099; number 6, C, carries -0.359; number 7, O, carries 0.022; number 8, N, carries -0.017; number 9, C, carries -0.133; number 10, H, carries 0.096; number 11, C, carries -0.189; number 12, N, carries -0.118; number 13, S, carries 0.600; number 14, O, carries -0.250; number 15, O, carries -0.226; number 16, N, carries -0.286; number 17, C, carries -0.240; number 18, H, carries 0.203; number 19, C, carries -0.320; number 20, C, carries 0.004; number 21, C, carries 0.007; number 22, H, carries -0.049; number 23, C, carries -0.133; number 24, H, carries 0.140; number 25, H, carries 0.220; number 26, H, carries 0.033; number 27, H, carries 0.014; number 28, H, carries 0.081; number 29, C, carries -0.312; number 30, O, carries 0.095; number 31, N, carries 0.070; number 32, H, carries 0.004; number 33, C, carries -0.172; number 34, H, carries 0.137; number 35, H, carries 0.132; number 36, C, carries -0.139; number 37, H, carries 0.125; number 38, H, carries 0.103; number 39, C, carries -0.285; number 40, N, carries -0.127; number 41, C, carries -0.289; number 42, C, carries -0.110; number 43, C, carries -0.231; number 44, C, carries -0.229; number 45, C, carries -0.257; number 46, H, carries 0.117; number 47, H, carries 0.179; number 48, H, carries 0.157; number 49, H, carries 0.165; number 50, H, carries 0.100; number 51, H, carries 0.040; number 52, H, carries 0.014; number 53, H, carries 0.211; number 54, H, carries 0.118; number 55, H, carries 0.134; number 56, H, carries 0.190; number 57, H, carries 0.041; number 58, H, carries 0.237; number 59, H, carries 0.144; number 60, C, carries 0.027; number 61, H, carries -0.002; number 62, C, carries -0.057; number 63, H, carries 0.052; number 64, H, carries 0.158; number 65, H, carries 0.081; number 66, H, carries 0.015; number 67, H, carries 0.138; number 68, H, carries 0.168; number 69, H, carries 0.052; number 70, H, carries -0.016; number 71, H, carries 0.047